# 1
{"formula": "C30H28AuIN2O4SSe", "method": "wB97M-V/def2-TZVPD", "largest_force_ha_per_bohr": 0.0183, "homo_lumo_gap_ev": 5.8, "e_homo_ev": -7.33, "de_lowest_kj_mol": 33.2, "elements": ["Au", "I", "Se", "S", "O", "O", "O", "O", "N", "N", "C", "C", "C", "C", "C", "C", "C", "C", "C", "C", "C", "C", "C", "C", "C", "C", "C", "C", "C", "C", "C", "C", "C", "C", "C", "C", "C", "C", "C", "C", "H", "H", "H", "H", "H", "H", "H", "H", "H", "H", "H", "H", "H", "H", "H", "H", "H", "H", "H", "H", "H", "H", "H", "H", "H", "H", "H", "H"], "coordinates": [[-0.692, -1.040, 0.758], [-0.514, -4.049, 0.648], [1.896, -0.381, 1.085], [0.054, -0.052, 2.690], [-1.865, 1.130, 0.322], [-0.480, -0.027, -4.852], [1.786, -3.535, 8.253], [3.019, -4.570, 6.741], [-1.240, 3.649, -2.079], [-1.807, -1.447, -1.101], [1.326, -2.373, 3.596], [1.895, 1.153, -0.044], [-1.363, 3.851, 0.324], [-1.545, 0.891, -4.608], [-1.947, -3.918, -0.869], [1.966, 4.507, -2.706], [1.984, 3.327, -1.781], [-3.970, -3.970, -2.748], [2.226, -3.708, 6.988], [-1.390, 3.052, -0.940], [-1.623, 1.606, -0.810], [1.813, -3.170, 4.616], [2.000, 2.448, 0.486], [-3.517, -5.162, -2.209], [2.023, 3.513, -0.402], [-3.407, -2.770, -2.357], [2.118, 2.711, 1.960], [-2.347, -2.702, -1.439], [-1.791, -0.557, -2.072], [-1.472, 1.565, -3.263], [1.902, -0.456, -2.021], [1.679, -2.782, 5.944], [-1.299, 2.912, -3.232], [-2.515, -5.125, -1.255], [1.897, 0.926, -1.429], [1.082, -1.560, 6.239], [-1.593, 0.843, -2.025], [1.953, 2.030, -2.269], [0.722, -1.157, 3.897], [0.618, -0.743, 5.222], [2.046, 3.780, 2.159], [-4.783, -3.965, -3.463], [-2.168, -6.041, -0.798], [2.839, 5.144, -2.546], [1.345, 2.203, 2.536], [1.006, -1.197, 7.257], [-3.825, -1.849, -2.740], [1.966, 1.874, -3.342], [2.775, -1.027, -1.701], [1.071, -2.889, 8.284], [0.178, 0.219, 5.453], [2.301, -4.111, 4.399], [-1.932, -0.957, -3.075], [1.070, 5.102, -2.522], [2.066, 4.521, -0.006], [-1.210, 3.478, -4.152], [-2.463, 0.308, -4.710], [1.021, -1.024, -1.722], [0.343, 0.437, -4.667], [1.956, 4.193, -3.748], [1.923, -0.406, -3.108], [-3.951, -6.108, -2.501], [-2.356, 3.871, 0.779], [-1.567, 1.662, -5.383], [-1.042, 4.867, 0.106], [-0.699, 3.388, 1.056], [3.083, 2.360, 2.331], [1.427, -2.693, 2.568]]}

# 2
{"formula": "C30H28BBr4Cl2F4N3O3SeSi2W", "method": "wB97M-V/def2-TZVPD", "largest_force_ha_per_bohr": 0.0160, "homo_lumo_gap_ev": 6.8, "e_homo_ev": -8.01, "de_lowest_kj_mol": 175.9, "elements": ["W", "Br", "Br", "Br", "Br", "Se", "Cl", "Cl", "Si", "Si", "F", "F", "F", "F", "O", "O", "O", "N", "N", "N", "C", "C", "C", "C", "C", "C", "C", "C", "C", "C", "C", "C", "C", "C", "C", "C", "C", "C", "C", "C", "C", "C", "C", "C", "C", "C", "C", "C", "C", "C", "B", "H", "H", "H", "H", "H", "H", "H", "H", "H", "H", "H", "H", "H", "H", "H", "H", "H", "H", "H", "H", "H", "H", "H", "H", "H", "H", "H", "H"], "coordinates": [[1.226, -0.085, 0.154], [6.286, -2.526, 4.315], [4.514, 0.307, 4.049], [3.187, -4.687, 0.005], [5.625, -5.042, 2.277], [0.770, 1.644, -2.107], [2.902, 3.564, 1.988], [-1.481, 6.556, 2.742], [-0.818, -1.540, -0.775], [-0.278, -0.668, 2.278], [4.191, 0.290, -2.845], [3.382, 0.479, -0.687], [2.402, -0.971, -2.123], [4.518, -1.417, -1.343], [1.099, 1.734, 0.642], [1.964, -1.826, 0.264], [2.476, 0.001, 1.743], [-1.620, 1.971, 0.372], [-1.243, 1.728, -4.133], [0.366, 0.424, -4.746], [-0.925, 2.971, 0.970], [-3.681, -3.712, 1.315], [0.481, 2.804, 1.133], [-0.014, -2.909, -1.787], [0.769, -1.546, 3.578], [4.651, -3.436, 2.159], [4.935, -2.365, 3.014], [-2.469, -2.395, 2.915], [-1.548, 4.136, 1.478], [-2.051, -0.755, -1.969], [0.594, 4.937, 2.278], [-0.992, 0.783, 3.245], [-3.470, -3.306, 2.629], [-1.665, -1.871, 1.897], [2.956, -2.130, 1.128], [1.619, -0.323, -4.796], [-2.890, -3.200, 0.302], [3.234, -1.054, 1.965], [-0.523, 0.496, -5.792], [4.227, -1.167, 2.924], [-0.067, 1.190, -3.729], [-1.529, 1.312, -5.410], [1.209, 3.774, 1.780], [-2.917, 2.103, 0.277], [-2.948, 4.241, 1.335], [3.643, -3.321, 1.199], [-1.878, -2.276, 0.583], [-3.634, 3.226, 0.735], [-2.097, 2.611, -3.354], [-0.746, 5.113, 2.124], [3.688, -0.423, -1.786], [1.230, -2.465, 3.214], [-4.707, 3.262, 0.619], [1.527, -1.260, -4.253], [-2.422, 1.617, -5.922], [-4.461, -4.428, 1.088], [-1.352, 0.326, 4.173], [-2.552, 0.110, -1.544], [1.533, -0.902, 4.010], [0.442, -2.525, -2.700], [-1.532, 2.985, -2.507], [0.746, -3.445, -1.224], [-2.962, 2.057, -2.992], [-3.062, -3.528, -0.717], [-0.364, -0.045, -6.706], [0.083, -1.834, 4.380], [1.848, -0.512, -5.842], [-2.422, 3.435, -3.985], [-0.245, 1.524, 3.528], [-3.457, 5.115, 1.715], [-1.598, -0.486, -2.920], [1.198, 5.679, 2.779], [-4.084, -3.707, 3.425], [-3.461, 1.278, -0.171], [-1.841, 1.270, 2.772], [2.409, 0.262, -4.334], [-0.805, -3.612, -2.069], [-2.310, -2.096, 3.946], [-2.810, -1.517, -2.174]]}

# 3
{"formula": "C30H28Br2CrN12OS8", "method": "wB97M-V/def2-TZVPD", "largest_force_ha_per_bohr": 0.0863, "spin_multiplicity": 4, "s_squared": 3.844, "homo_lumo_gap_ev": [3.9, 3.8], "total_charge": 1, "e_homo_ev": [-7.94, -7.94], "de_lowest_kj_mol": 20.6, "elements": ["Br", "Br", "Cr", "S", "S", "S", "S", "S", "S", "S", "S", "O", "N", "N", "N", "N", "N", "N", "N", "N", "N", "N", "N", "N", "C", "C", "C", "C", "C", "C", "C", "C", "C", "C", "C", "C", "C", "C", "C", "C", "C", "C", "C", "C", "C", "C", "C", "C", "C", "C", "C", "C", "C", "C", "H", "H", "H", "H", "H", "H", "H", "H", "H", "H", "H", "H", "H", "H", "H", "H", "H", "H", "H", "H", "H", "H", "H", "H", "H", "H", "H", "H"], "coordinates": [[6.598, -3.716, 1.403], [-1.038, -6.065, 0.894], [1.449, -0.085, -1.108], [-2.101, -1.646, 3.632], [-0.079, 5.377, -4.760], [0.350, 3.218, -2.776], [-3.359, 2.808, -0.628], [-2.171, 4.634, -2.678], [-0.795, 0.920, -1.018], [-0.762, 0.660, 2.373], [-4.491, -2.721, 5.051], [2.651, 1.364, -1.969], [-4.128, -0.206, 4.072], [2.359, 0.505, 1.909], [3.186, -1.229, -0.380], [0.534, -1.825, -0.010], [2.319, 1.629, 2.676], [2.014, 1.025, 0.701], [1.248, -1.054, -2.905], [1.061, -2.431, -6.847], [4.053, 0.229, -3.365], [1.976, 2.808, 2.047], [-3.332, 0.607, 3.287], [2.529, 1.518, 4.027], [-7.170, 0.649, 6.041], [1.842, 2.354, 0.805], [1.449, -2.867, -4.487], [0.743, -0.677, -5.233], [1.530, -2.364, -3.209], [5.499, -1.427, 0.241], [-2.020, 3.269, -1.616], [-0.777, -2.117, 0.120], [3.536, 1.364, -2.887], [-1.284, -3.386, 0.337], [4.414, -0.721, -0.203], [-0.613, 4.503, -3.477], [-2.173, 0.020, 3.088], [4.075, 2.681, -3.397], [2.892, -2.421, 0.187], [-5.950, 0.044, 5.682], [1.081, -1.997, -5.563], [-2.762, 3.374, 0.993], [-0.365, -4.383, 0.570], [3.937, -3.219, 0.664], [1.441, -2.798, 0.239], [0.713, -0.291, -3.915], [-5.946, 1.310, 3.612], [-7.820, 1.510, 5.160], [-0.834, 2.499, -1.728], [1.003, -4.095, 0.557], [-3.677, -1.512, 4.326], [5.239, -2.721, 0.697], [-7.178, 1.829, 3.946], [-5.376, 0.368, 4.471], [0.698, -1.814, -7.558], [-3.633, 3.461, 1.682], [4.522, 0.311, -0.477], [1.906, -2.992, -2.395], [4.625, 2.540, -4.357], [-8.769, 1.960, 5.411], [-2.366, -3.545, 0.387], [-5.385, 1.566, 2.706], [-2.329, 4.378, 0.862], [-5.418, -0.668, 6.331], [1.657, -3.941, -4.672], [3.213, 3.347, -3.526], [-7.587, 0.417, 7.018], [1.725, -4.874, 0.800], [-2.031, 2.634, 1.409], [2.889, 2.362, 4.448], [3.092, 0.693, 4.212], [6.491, -0.978, 0.261], [1.225, -3.412, -7.058], [3.698, -4.212, 1.031], [4.722, 0.212, -4.122], [0.326, 0.682, -3.626], [0.454, 0.053, -6.007], [1.580, 2.979, -0.029], [-7.658, 2.512, 3.261], [-1.465, -1.269, 0.083], [4.735, 3.118, -2.631], [3.562, -0.621, -3.091]]}

# 4
{"formula": "C30H28BrN4O3PPt", "method": "wB97M-V/def2-TZVPD", "largest_force_ha_per_bohr": 0.0145, "homo_lumo_gap_ev": 5.5, "total_charge": 2, "e_homo_ev": -12.73, "de_lowest_kj_mol": 0.0, "elements": ["Pt", "Br", "P", "O", "O", "O", "N", "N", "N", "N", "C", "C", "C", "C", "C", "C", "C", "C", "C", "C", "C", "C", "C", "C", "C", "C", "C", "C", "C", "C", "C", "C", "C", "C", "C", "C", "C", "C", "C", "C", "H", "H", "H", "H", "H", "H", "H", "H", "H", "H", "H", "H", "H", "H", "H", "H", "H", "H", "H", "H", "H", "H", "H", "H", "H", "H", "H", "H"], "coordinates": [[-0.087, 0.647, 0.316], [-4.725, 4.182, 3.505], [2.166, 0.781, -1.567], [-0.402, -2.332, 0.092], [1.249, -0.385, -1.278], [0.713, -0.050, 2.142], [-0.872, 1.387, -1.407], [0.535, -2.907, -0.246], [1.257, 2.045, -2.207], [1.492, -3.329, -0.682], [3.841, 0.571, 0.590], [-0.134, 2.085, -2.284], [-2.100, 2.866, -3.404], [-2.862, 2.077, -2.547], [1.503, -5.760, -0.476], [0.761, 0.801, 3.332], [-2.216, 1.365, -1.573], [4.086, -5.753, -1.576], [4.281, -0.993, -4.506], [-3.599, 1.810, 2.426], [4.617, 1.166, -2.777], [3.291, -0.694, -3.583], [3.462, 0.385, -2.714], [2.185, -6.947, -0.665], [3.467, -6.941, -1.209], [3.429, -4.547, -1.400], [5.428, -0.211, -4.569], [-1.254, 3.025, 1.569], [2.159, -4.594, -0.851], [5.597, 0.866, -3.709], [-0.730, 2.855, -3.283], [4.222, 2.290, 2.223], [-2.226, 3.776, 2.218], [2.723, 2.699, 0.390], [-3.397, 3.164, 2.639], [3.355, 3.135, 1.546], [-1.444, 1.664, 1.338], [4.464, 1.006, 1.747], [2.961, 1.413, -0.091], [-2.623, 1.066, 1.773], [-0.104, 3.422, -3.958], [4.724, 2.636, 3.117], [-2.571, 3.467, -4.170], [1.715, -7.880, -0.390], [-2.762, 0.755, -0.872], [0.246, -0.857, 2.387], [5.079, -5.765, -2.003], [3.176, 4.137, 1.913], [4.155, -1.826, -5.184], [1.381, 1.650, 3.067], [2.049, 3.360, -0.141], [6.494, 1.467, -3.762], [6.196, -0.443, -5.295], [3.988, -7.879, -1.347], [1.227, 0.226, 4.128], [-2.074, 4.832, 2.395], [-0.238, 1.128, 3.603], [-4.511, 1.338, 2.766], [2.386, -1.286, -3.537], [3.877, -3.604, -1.679], [-2.799, 0.007, 1.615], [0.505, -5.745, -0.059], [1.722, 2.659, -2.862], [-0.342, 3.516, 1.251], [-3.938, 2.026, -2.623], [4.761, 1.993, -2.091], [5.153, 0.356, 2.270], [4.050, -0.422, 0.206]]}